Record 1
DFT (ωB97M-V/def2-TZVPD) results for a single C14H20N2O4 molecule at a distorted geometry.

Values from the calculation:
E_tot: -955.9981 Ha
Strongest force on any atom: 1.51 eV Å⁻¹
E_LUMO: 0.6278 eV

Geometry as ORCA input:
```
! wB97M-V def2-TZVPD RIJCOSX def2/J DEFGRID3
* xyz 0 1
C 2.29 -0.64 -3.73
C 1.71 0.46 -2.82
C 1.81 1.84 -3.48
C 0.27 0.12 -2.36
N 0.22 -1.02 -1.47
C 0.43 -1.08 -0.12
O 0.46 -2.16 0.45
C 0.63 0.25 0.63
N -0.51 1.15 0.37
C 0.93 0.02 2.12
C -0.30 -0.20 3.00
C -0.93 -1.44 3.09
C -2.05 -1.60 3.89
C -2.57 -0.53 4.61
O -3.67 -0.64 5.41
C -1.95 0.70 4.54
C -0.83 0.86 3.73
C -0.63 -0.21 -3.55
O -0.95 -1.33 -3.87
O -1.01 0.89 -4.23
H 1.77 -0.65 -4.69
H 3.34 -0.42 -3.93
H 2.20 -1.60 -3.28
H 2.30 0.48 -1.90
H 1.38 2.60 -2.82
H 2.87 2.07 -3.67
H 1.25 1.89 -4.43
H -0.19 0.99 -1.85
H 0.06 -1.91 -1.90
H 1.52 0.69 0.18
H -1.33 0.78 0.85
H -0.30 2.05 0.80
H 1.60 -0.86 2.20
H 1.49 0.91 2.52
H -0.54 -2.27 2.51
H -2.53 -2.55 3.94
H -3.99 -1.58 5.37
H -2.37 1.56 5.11
H -0.32 1.82 3.71
H -1.54 0.55 -4.98
*
```

These are the Löwdin partial charges, in e, on atoms 1 to 5: atom 1 (C): -0.049, atom 2 (C): -0.357, atom 3 (C): -0.064, atom 4 (C): -0.222, atom 5 (N): 0.128

Record 2
DFT (ωB97M-V/def2-TZVPD) results for a molecular structure, C40H94AlI2O3P2SSi at a distorted geometry.

Values from the calculation:
E_tot: -4014.6143 Ha
Strongest force on any atom: 3.16 eV Å⁻¹
E_LUMO: 2.1077 eV

Geometry as ORCA input:
```
! wB97M-V def2-TZVPD RIJCOSX def2/J DEFGRID3
* xyz -1 1
C -6.04 -2.45 0.30
C -4.89 -1.46 -0.13
I -5.35 -0.81 -2.13
C -3.49 -2.12 0.10
C -2.40 -1.89 -0.97
P -1.87 -0.09 -1.25
S -2.79 1.20 -0.10
O -1.22 -2.36 -0.25
Al -0.01 -3.02 -1.46
I 1.15 -1.31 -3.11
Si 1.81 -4.36 -0.73
C 1.53 -6.24 -0.88
C 3.33 -3.93 -1.82
C 2.34 -3.88 1.06
O -1.33 -3.71 -2.54
C -2.46 -2.85 -2.27
O -2.48 -2.01 -3.43
P -3.88 -4.13 -2.24
C -4.57 -4.36 -3.96
C -3.28 -5.73 -1.51
H -5.84 -2.95 1.25
H -6.26 -3.17 -0.51
H -6.95 -1.83 0.38
H -4.98 -0.61 0.56
H -3.63 -3.19 0.34
H -3.08 -1.68 1.03
H -0.48 -0.01 -0.94
H -2.01 0.30 -2.61
H 0.99 -6.58 0.02
H 2.50 -6.77 -0.88
H 1.02 -6.53 -1.82
H 3.09 -3.86 -2.89
H 4.18 -4.61 -1.61
H 3.67 -2.92 -1.51
H 1.48 -4.03 1.73
H 3.23 -4.46 1.35
H 2.61 -2.81 1.02
H -2.49 -2.57 -4.20
H -5.26 -5.22 -3.89
H -3.76 -4.60 -4.67
H -5.11 -3.45 -4.26
H -2.20 -5.94 -1.67
H -3.86 -6.54 -2.00
H -3.46 -5.80 -0.42
C 6.17 3.75 -5.77
C 6.12 2.32 -5.24
C 4.69 1.79 -5.06
C 3.83 2.55 -4.06
C 4.41 2.63 -2.64
C 4.57 1.27 -1.98
H 5.70 4.45 -5.08
H 7.20 4.06 -5.91
H 5.66 3.82 -6.73
H 6.66 2.26 -4.29
H 6.65 1.67 -5.94
H 4.75 0.73 -4.77
H 4.19 1.80 -6.03
H 2.85 2.07 -4.01
H 3.66 3.56 -4.42
H 3.73 3.23 -2.03
H 5.37 3.15 -2.65
H 3.61 0.74 -1.93
H 4.94 1.39 -0.96
H 5.28 0.63 -2.52
C -10.41 2.34 3.46
C -9.03 2.11 2.86
C -8.89 0.76 2.16
C -9.07 -0.46 3.06
C -8.11 -0.53 4.25
C -6.64 -0.61 3.85
H -10.64 1.62 4.24
H -10.46 3.34 3.91
H -11.18 2.28 2.69
H -8.27 2.22 3.64
H -8.83 2.90 2.13
H -7.91 0.71 1.68
H -9.62 0.70 1.35
H -8.94 -1.36 2.45
H -10.10 -0.50 3.43
H -8.36 -1.42 4.85
H -8.26 0.33 4.91
H -6.45 -1.49 3.23
H -6.02 -0.70 4.74
H -6.32 0.27 3.31
C 7.25 3.90 0.11
C 8.63 3.63 -0.46
C 8.75 2.27 -1.16
C 8.52 1.05 -0.26
C 9.44 0.95 0.95
C 10.91 0.82 0.58
H 6.98 3.18 0.89
H 7.21 4.89 0.56
H 6.49 3.86 -0.67
H 9.38 3.72 0.33
H 8.87 4.41 -1.19
H 9.73 2.20 -1.63
H 8.02 2.23 -1.98
H 8.63 0.15 -0.87
H 7.48 1.05 0.09
H 9.15 0.08 1.54
H 9.31 1.82 1.61
H 11.08 -0.07 -0.04
H 11.52 0.71 1.48
H 11.28 1.69 0.04
C 11.26 -2.68 2.55
C 11.84 -4.05 2.22
C 13.31 -4.01 1.80
C 13.59 -3.21 0.53
C 12.83 -3.68 -0.71
C 13.18 -5.10 -1.13
H 11.27 -2.02 1.68
H 10.22 -2.78 2.88
H 11.83 -2.20 3.35
H 11.24 -4.53 1.45
H 11.75 -4.69 3.11
H 13.67 -5.03 1.68
H 13.90 -3.57 2.62
H 14.67 -3.25 0.33
H 13.36 -2.15 0.70
H 13.08 -3.00 -1.54
H 11.76 -3.59 -0.56
H 14.25 -5.20 -1.33
H 12.64 -5.37 -2.04
H 12.90 -5.83 -0.36
C -14.88 3.61 3.10
C -13.94 4.41 2.21
C -13.21 5.52 2.96
C -14.10 6.61 3.55
C -15.01 7.33 2.55
C -14.24 8.09 1.48
H -15.68 4.23 3.51
H -15.35 2.80 2.53
H -14.34 3.16 3.94
H -14.50 4.81 1.36
H -13.20 3.73 1.79
H -12.48 5.98 2.28
H -12.62 5.08 3.77
H -13.47 7.35 4.05
H -14.73 6.18 4.34
H -15.63 8.04 3.10
H -15.69 6.62 2.08
H -13.57 8.83 1.92
H -14.93 8.61 0.81
H -13.64 7.42 0.86
*
```

These are the Löwdin partial charges, in e, on atoms 1 to 5: atom 1 (C): -0.214, atom 2 (C): -0.748, atom 3 (I): 0.881, atom 4 (C): -0.254, atom 5 (C): -0.599

Record 3
DFT (ωB97M-V/def2-TZVPD) results for a molecular structure, C43H35N2O2SV.

Values from the calculation:
E_tot: -3261.9982 Ha
Strongest force on any atom: 0.40 eV Å⁻¹
E_LUMO (alpha / beta): 2.4933 / 2.4925 eV

Geometry as ORCA input:
```
! wB97M-V def2-TZVPD RIJCOSX def2/J DEFGRID3
* xyz -1 4
V 0.54 -0.14 -0.90
O 1.08 -1.65 0.05
C 1.85 -1.84 1.18
C 2.96 -0.76 1.27
C 2.47 0.63 1.53
C 3.00 1.41 2.55
C 2.56 2.70 2.73
C 1.60 3.20 1.87
C 1.09 2.38 0.87
C 0.05 2.86 -0.10
C -1.26 2.03 0.06
O -1.00 0.69 -0.16
C -1.73 2.28 1.50
C -1.65 1.26 2.44
C -1.98 1.50 3.77
C -2.41 2.76 4.17
C -2.50 3.78 3.23
C -2.16 3.54 1.90
C -2.30 2.44 -0.99
C -1.92 2.58 -2.32
C -2.86 2.78 -3.32
C -4.21 2.84 -3.00
C -4.61 2.69 -1.68
C -3.66 2.48 -0.69
N 1.52 1.11 0.71
C 0.95 -1.86 2.42
C 1.38 -1.46 3.68
C 0.53 -1.52 4.78
C -0.77 -1.99 4.63
C -1.21 -2.39 3.38
C -0.36 -2.32 2.29
C 2.58 -3.20 1.06
C 3.14 -3.84 2.15
C 3.84 -5.03 1.99
C 3.98 -5.59 0.73
C 3.42 -4.95 -0.36
C 2.73 -3.76 -0.20
H 3.70 -1.03 2.03
H 3.46 -0.78 0.30
H 3.77 0.99 3.19
H 2.97 3.32 3.52
H 1.22 4.21 1.97
H -0.15 3.92 0.04
H 0.45 2.69 -1.10
H -1.31 0.29 2.12
H -1.90 0.70 4.49
H -2.67 2.95 5.20
H -2.83 4.77 3.53
H -2.24 4.34 1.17
H -0.88 2.48 -2.60
H -2.53 2.86 -4.35
H -4.94 2.98 -3.79
H -5.66 2.71 -1.43
H -3.99 2.34 0.33
H 2.38 -1.08 3.83
H 0.88 -1.20 5.75
H -1.43 -2.04 5.49
H -2.22 -2.75 3.25
H -0.70 -2.61 1.30
H 3.03 -3.42 3.15
H 4.27 -5.52 2.86
H 4.52 -6.52 0.61
H 3.53 -5.38 -1.35
H 2.28 -3.26 -1.05
C -2.13 -1.80 -1.47
C -1.55 -1.32 -2.77
C -2.18 -1.56 -3.96
C -1.63 -1.13 -5.17
C -0.37 -0.47 -5.16
C 0.28 -0.03 -6.32
C 1.50 0.62 -6.25
C 2.09 0.86 -5.02
C 1.47 0.44 -3.84
S 2.17 0.78 -2.27
C 0.24 -0.24 -3.89
N -0.35 -0.64 -2.70
H -2.95 -2.50 -1.67
H -2.50 -0.97 -0.87
H -1.37 -2.31 -0.88
H -3.12 -2.09 -3.95
H -2.12 -1.32 -6.12
H -0.20 -0.22 -7.28
H 2.00 0.95 -7.16
H 3.04 1.38 -4.95
*
```

These are the Löwdin partial charges, in e, on atoms 1 to 5: atom 1 (V): 0.738, atom 2 (O): -0.289, atom 3 (C): -0.460, atom 4 (C): -0.044, atom 5 (C): -0.235

Record 4
DFT (ωB97M-V/def2-TZVPD) results for a single C9H13N3O2Si molecule at a distorted geometry.

Values from the calculation:
E_tot: -955.0183 Ha
Strongest force on any atom: 5.64 eV Å⁻¹
E_LUMO: 0.5900 eV

Geometry as ORCA input:
```
! wB97M-V def2-TZVPD RIJCOSX def2/J DEFGRID3
* xyz 0 1
C -3.24 1.91 -0.25
O -1.99 1.44 -0.49
Si -1.06 0.05 0.17
C -1.12 -0.65 1.97
O -1.24 -1.33 -0.72
C -1.55 -1.34 -2.11
N 0.51 0.82 -0.18
N 0.67 2.11 -0.43
N 1.93 2.45 -0.40
C 2.65 1.31 -0.12
C 4.00 1.06 0.00
C 4.42 -0.19 0.37
C 3.47 -1.24 0.61
C 2.14 -1.04 0.42
C 1.73 0.21 -0.01
H -3.28 2.82 0.39
H -3.79 1.13 0.31
H -3.62 2.18 -1.29
H -0.14 -0.83 2.40
H -1.59 0.08 2.62
H -1.60 -1.62 1.99
H -2.30 -2.14 -2.34
H -0.56 -1.51 -2.66
H -2.02 -0.33 -2.25
H 4.65 1.96 0.07
H 5.42 -0.36 0.78
H 3.91 -2.02 1.21
H 1.35 -1.82 0.35
*
```

These are the Löwdin partial charges, in e, on atoms 1 to 5: atom 1 (C): -0.207, atom 2 (O): -0.273, atom 3 (Si): 0.553, atom 4 (C): -0.106, atom 5 (O): -0.257